1.
Density functional theory data (the ωB97M-V functional and the def2-TZVPD basis) for 2 unconnected molecules or ions with the total composition C2H6IN in a non-equilibrium geometry.

Lowest unoccupied orbital energy in hartree: 0.0240
Gap between HOMO and LUMO in hartree: 0.370
SMILES: C=NC.I
Max |F| in eV/A: 2.6
ΔE to the lowest compared entry with this formula, charge and spin in eV: 0.291
HOMO in eV: -9.43

ORCA input file:
```
! wB97M-V def2-TZVPD RIJCOSX def2/J DEFGRID3
* xyz 0 1
C 1.537 -0.019 -0.925
C 0.336 -0.610 1.093
N 1.229 0.053 0.522
I -3.738 0.369 0.060
H 1.760 1.045 -1.256
H 2.677 -0.366 -1.033
H 0.800 -0.592 -1.579
H -4.258 1.778 0.447
H -0.360 -1.310 0.586
H 0.018 -0.348 2.085
*
```

These are the Mulliken partial charges, in e, on atoms 1 to 2: atom 1 (C): -0.620, atom 2 (C): -0.214

=====

2.
Density functional theory data (the ωB97M-V functional and the def2-TZVPD basis) for 2 unconnected molecules or ions with the total composition C2H6IN in a non-equilibrium geometry.

Lowest unoccupied orbital energy (alpha / beta) in hartree: -0.0102 / -0.0103
Gap between HOMO and LUMO (alpha / beta) in hartree: 0.286 / 0.286
Max |F| in eV/A: 5.6
ΔE to the lowest compared entry with this formula, charge and spin in eV: 2.707
HOMO (alpha / beta) in eV: -8.07 / -8.07

ORCA input file:
```
! wB97M-V def2-TZVPD RIJCOSX def2/J DEFGRID3
* xyz 0 1
C -0.046 -1.457 0.530
C 0.228 1.478 0.008
N 1.079 0.432 0.574
I 2.932 -0.133 -0.057
H -0.906 -0.998 1.085
H -0.191 -1.370 -0.541
H 0.465 -2.266 0.951
H -0.362 1.211 -0.897
H -0.417 1.804 0.789
H 0.815 2.383 -0.234
*
```

These are the Mulliken partial charges, in e, on atoms 1 to 2: atom 1 (C): -0.603, atom 2 (C): -0.635

=====

3.
Density functional theory data (the ωB97M-V functional and the def2-TZVPD basis) for a gas-phase ion, C2H6IN4 (charge +1) in a non-equilibrium geometry.

Lowest unoccupied orbital energy (alpha / beta) in hartree: -0.2235 / -0.2235
Gap between HOMO and LUMO (alpha / beta) in hartree: 0.248 / 0.248
SMILES: [H]/N=N/C(=[NH2+])CNI
Max |F| in eV/A: 6.2
ΔE to the lowest compared entry with this formula, charge and spin in eV: 1.072
HOMO (alpha / beta) in eV: -12.84 / -12.84

ORCA input file:
```
! wB97M-V def2-TZVPD RIJCOSX def2/J DEFGRID3
* xyz 1 1
C -0.686 0.004 -0.030
C 0.173 -0.070 1.266
N -0.300 -0.791 -0.935
N 1.580 0.343 1.125
N -1.579 1.003 -0.276
N -0.479 -1.633 -1.858
I 2.816 -0.620 -0.123
H -0.152 0.587 2.002
H 0.096 -1.140 1.655
H -1.639 1.900 0.171
H -1.944 0.961 -1.279
H 1.703 1.310 0.825
H 0.412 -1.853 -2.541
*
```

These are the Mulliken partial charges, in e, on atoms 1 to 2: atom 1 (C): 0.713, atom 2 (C): -0.761

=====

4.
Density functional theory data (the ωB97M-V functional and the def2-TZVPD basis) for a single C2H6INS molecule in a non-equilibrium geometry.

Lowest unoccupied orbital energy (alpha / beta) in hartree: -0.0402 / -0.0403
Gap between HOMO and LUMO (alpha / beta) in hartree: 0.265 / 0.265
Max |F| in eV/A: 5.2
ΔE to the lowest compared entry with this formula, charge and spin in eV: 2.295
HOMO (alpha / beta) in eV: -8.30 / -8.31

ORCA input file:
```
! wB97M-V def2-TZVPD RIJCOSX def2/J DEFGRID3
* xyz 0 1
C 1.185 -2.621 0.120
C -1.314 2.597 -0.143
N 0.529 -1.595 -0.715
S -0.562 1.688 1.221
I 0.926 0.296 -0.298
H 1.252 -3.480 -0.621
H 0.638 -2.844 0.974
H 2.119 -2.289 0.464
H -1.000 3.493 -0.463
H -2.235 2.855 0.449
H -1.538 1.900 -0.989
*
```

These are the Mulliken partial charges, in e, on atoms 1 to 2: atom 1 (C): -0.608, atom 2 (C): -0.837

=====

5.
Density functional theory data (the ωB97M-V functional and the def2-TZVPD basis) for a molecular structure, C2H6InO2 in a non-equilibrium geometry.

Lowest unoccupied orbital energy in hartree: -0.7591
Gap between HOMO and LUMO in hartree: 0.087
Max |F| in eV/A: 7.0
ΔE to the lowest compared entry with this formula, charge and spin in eV: 1.039
HOMO in eV: -23.04

ORCA input file:
```
! wB97M-V def2-TZVPD RIJCOSX def2/J DEFGRID3
* xyz 3 1
In -3.949 3.467 -2.517
C 1.088 0.105 0.105
C 0.052 -0.868 0.630
O -1.104 -0.168 1.053
O 0.684 0.545 -1.169
H 2.065 -0.378 0.100
H 1.191 0.980 0.747
H 0.541 -1.423 1.431
H -0.232 -1.624 -0.102
H -1.635 -0.811 1.529
H 1.298 0.175 -1.807
*
```

These are the Mulliken partial charges, in e, on atoms 1 to 2: atom 1 (In): 1.212, atom 2 (C): -0.148

=====

6.
Density functional theory data (the ωB97M-V functional and the def2-TZVPD basis) for a molecular structure, C2H6InO2 in a non-equilibrium geometry.

Lowest unoccupied orbital energy in hartree: -0.7949
Gap between HOMO and LUMO in hartree: 0.147
Max |F| in eV/A: 4.7
ΔE to the lowest compared entry with this formula, charge and spin in eV: 3.146
HOMO in eV: -25.62

ORCA input file:
```
! wB97M-V def2-TZVPD RIJCOSX def2/J DEFGRID3
* xyz 3 1
In 3.101 -13.726 16.974
C 5.364 -10.997 15.619
C 3.921 -10.320 15.313
O 2.792 -11.244 15.345
O 5.315 -11.682 16.846
H 6.183 -10.277 15.597
H 5.490 -11.667 14.769
H 4.016 -10.009 14.272
H 3.769 -9.484 15.996
H 2.131 -10.886 14.748
H 6.226 -11.666 17.149
*
```

These are the Mulliken partial charges, in e, on atoms 1 to 2: atom 1 (In): 1.588, atom 2 (C): -0.416

=====

7.
Density functional theory data (the ωB97M-V functional and the def2-TZVPD basis) for 2 unconnected molecules or ions with the total composition C2H6N in a non-equilibrium geometry.

Lowest unoccupied orbital energy (alpha / beta) in hartree: -0.2622 / -0.2932
Gap between HOMO and LUMO (alpha / beta) in hartree: 0.370 / 0.338
Max |F| in eV/A: 6.1
ΔE to the lowest compared entry with this formula, charge and spin in eV: 5.027
HOMO (alpha / beta) in eV: -17.21 / -17.18

ORCA input file:
```
! wB97M-V def2-TZVPD RIJCOSX def2/J DEFGRID3
* xyz 1 1
C -0.873 0.008 -0.265
C 0.115 0.403 0.775
N 0.577 -0.092 -0.435
H -1.456 -0.864 -0.088
H -1.460 0.826 -0.693
H 0.388 1.409 0.800
H 0.133 -0.150 1.805
H 1.315 -1.806 -0.797
H 1.261 0.266 -1.102
*
```

These are the Mulliken partial charges, in e, on atoms 1 to 2: atom 1 (C): -0.287, atom 2 (C): -0.223

=====

8.
Density functional theory data (the ωB97M-V functional and the def2-TZVPD basis) for a single C2H6N2 molecule in a non-equilibrium geometry.

Lowest unoccupied orbital energy in hartree: 0.0315
Gap between HOMO and LUMO in hartree: 0.366
SMILES: [H]/N=C(/C)N
Max |F| in eV/A: 3.7
ΔE to the lowest compared entry with this formula, charge and spin in eV: 0.965
HOMO in eV: -9.11

ORCA input file:
```
! wB97M-V def2-TZVPD RIJCOSX def2/J DEFGRID3
* xyz 0 1
C 1.104 0.365 0.508
C -0.124 -0.212 -0.255
H 1.821 0.670 -0.339
H 0.985 1.257 1.115
H 1.564 -0.365 1.133
H -1.641 0.727 1.016
H -2.124 -0.174 -0.386
H -0.520 -1.496 -1.643
N -1.352 0.266 0.064
N 0.287 -1.038 -1.212
*
```

These are the Mulliken partial charges, in e, on atoms 1 to 2: atom 1 (C): -0.898, atom 2 (C): 0.492

=====

Question: Among the records above, which one has the lowest max |F|?
Answer: number 1

=====

Copy entry 4 word for word.
Density functional theory data (the ωB97M-V functional and the def2-TZVPD basis) for a single C2H6INS molecule in a non-equilibrium geometry.

Lowest unoccupied orbital energy (alpha / beta) in hartree: -0.0402 / -0.0403
Gap between HOMO and LUMO (alpha / beta) in hartree: 0.265 / 0.265
Max |F| in eV/A: 5.2
ΔE to the lowest compared entry with this formula, charge and spin in eV: 2.295
HOMO (alpha / beta) in eV: -8.30 / -8.31

ORCA input file:
```
! wB97M-V def2-TZVPD RIJCOSX def2/J DEFGRID3
* xyz 0 1
C 1.185 -2.621 0.120
C -1.314 2.597 -0.143
N 0.529 -1.595 -0.715
S -0.562 1.688 1.221
I 0.926 0.296 -0.298
H 1.252 -3.480 -0.621
H 0.638 -2.844 0.974
H 2.119 -2.289 0.464
H -1.000 3.493 -0.463
H -2.235 2.855 0.449
H -1.538 1.900 -0.989
*
```

These are the Mulliken partial charges, in e, on atoms 1 to 2: atom 1 (C): -0.608, atom 2 (C): -0.837

=====

What did the seventh record say?
Density functional theory data (the ωB97M-V functional and the def2-TZVPD basis) for 2 unconnected molecules or ions with the total composition C2H6N in a non-equilibrium geometry.

Lowest unoccupied orbital energy (alpha / beta) in hartree: -0.2622 / -0.2932
Gap between HOMO and LUMO (alpha / beta) in hartree: 0.370 / 0.338
Max |F| in eV/A: 6.1
ΔE to the lowest compared entry with this formula, charge and spin in eV: 5.027
HOMO (alpha / beta) in eV: -17.21 / -17.18

ORCA input file:
```
! wB97M-V def2-TZVPD RIJCOSX def2/J DEFGRID3
* xyz 1 1
C -0.873 0.008 -0.265
C 0.115 0.403 0.775
N 0.577 -0.092 -0.435
H -1.456 -0.864 -0.088
H -1.460 0.826 -0.693
H 0.388 1.409 0.800
H 0.133 -0.150 1.805
H 1.315 -1.806 -0.797
H 1.261 0.266 -1.102
*
```

These are the Mulliken partial charges, in e, on atoms 1 to 2: atom 1 (C): -0.287, atom 2 (C): -0.223

=====

Question: Look up the max |F| of the eighth one.
Answer: 3.7 eV/A